# 1
This record from the Open Molecules 2025 dataset describes a molecular structure, C27H21ClIN2O8RhS2Si. The level of theory is ωB97M-V/def2-TZVPD.

```
64
Properties=species:S:1:pos:R:3:forces:R:3:nbo_charge:R:1
Rh 2.0141 1.0252 0.1111 0.0 -0.1 0.1 0.4874
Cl 7.3128 -1.2982 3.7472 0.1 0.0 0.0 -0.0529
C 5.7065 -0.9861 3.1312 -0.1 0.0 0.0 -0.0877
C 4.6263 -1.5878 3.7247 0.0 0.0 0.0 -0.2179
C 3.3251 -1.3653 3.2646 0.0 0.0 0.0 -0.2941
I 1.7023 -2.3060 4.1638 0.0 0.0 0.0 0.1379
C 3.0642 -0.5201 2.1816 0.0 -0.1 0.1 0.4189
O 1.9032 -0.2688 1.7053 0.0 0.0 -0.1 -0.6968
C 4.2165 0.0917 1.5823 0.1 0.0 0.0 0.0693
N 3.9275 0.9039 0.5236 0.1 0.1 -0.1 -0.3441
C 4.9036 1.5121 -0.1185 0.0 0.0 0.0 0.0264
C 6.2450 1.3476 0.2667 0.0 0.0 0.0 -0.2469
C 6.5655 0.5442 1.3245 0.0 0.0 0.0 -0.1747
C 5.5352 -0.1218 2.0270 -0.1 0.0 0.0 -0.0901
H 4.7823 -2.2513 4.5649 0.0 0.0 0.0 0.2276
H 4.6068 2.1399 -0.9475 0.0 0.0 0.0 0.2334
H 7.0135 1.8673 -0.2898 0.0 0.0 0.0 0.2115
H 7.5925 0.4057 1.6342 0.0 0.0 0.0 0.2198
O 0.8859 3.6234 -3.0699 0.0 0.0 0.0 -0.9717
S 0.9682 2.9978 -1.7816 0.2 -0.2 0.2 2.6016
O 2.2905 2.3609 -1.5300 -0.2 0.2 0.1 -0.9961
O 0.0662 1.6639 -1.8227 0.0 -0.1 -0.1 -1.1076
O 0.4760 3.7550 -0.6543 0.0 0.0 -0.2 -0.9918
N 1.0255 -1.9118 -1.5229 -0.2 0.1 0.0 -0.8167
C -0.1076 -2.6317 -1.1050 0.0 0.0 0.0 0.1552
C -1.1558 -2.9090 -1.9798 0.0 0.0 0.0 -0.2854
C -2.2613 -3.6369 -1.5548 0.0 0.0 0.0 -0.1897
C -2.3430 -4.0966 -0.2511 0.0 0.0 0.0 -0.3618
C -1.2916 -3.8314 0.6205 0.0 0.0 0.0 -0.1840
C -0.1850 -3.1146 0.2031 0.0 0.0 0.0 -0.2270
S -3.8024 -4.9560 0.3337 0.0 0.0 0.0 2.4134
O -4.0748 -4.3469 1.6353 0.0 0.0 0.0 -1.0430
O -3.4223 -6.3612 0.4172 0.0 0.0 0.0 -1.0283
O -4.8238 -4.6761 -0.6705 0.0 0.0 0.0 -1.0385
H 0.8484 -1.3611 -2.3524 0.0 0.0 0.0 0.3646
H 1.3821 -1.2945 -0.7986 0.2 0.0 0.0 0.3865
H -1.1146 -2.5289 -2.9965 0.0 0.0 0.0 0.1920
H -3.0937 -3.8234 -2.2214 0.0 0.0 0.0 0.2319
H -1.3672 -4.1603 1.6506 0.0 0.0 0.0 0.2265
H 0.6108 -2.8799 0.9024 0.0 0.0 0.0 0.2081
C -4.1993 5.1649 -2.2330 0.0 0.0 0.0 -0.2165
C -3.4493 4.9781 -1.0786 0.0 0.0 0.0 -0.2236
C -2.6570 3.8495 -0.9373 0.0 0.0 0.0 -0.1837
C -2.5933 2.8880 -1.9496 0.0 0.0 0.0 -0.4169
C -3.3554 3.0919 -3.0996 0.0 0.0 0.0 -0.2140
C -4.1535 4.2194 -3.2458 0.0 0.0 0.0 -0.2212
Si -1.5692 1.3315 -1.7719 0.0 0.1 0.0 1.7006
C -1.8301 0.4550 -0.1685 0.0 0.1 0.0 -0.5566
C -2.8071 -0.5310 -0.0070 0.0 0.0 0.0 -0.1803
C -2.9891 -1.1567 1.2167 0.0 0.0 0.1 -0.2072
C -2.1809 -0.8003 2.2915 0.0 0.0 0.0 -0.1963
C -1.1957 0.1651 2.1473 0.0 0.0 0.0 -0.2179
C -1.0270 0.7959 0.9223 0.0 0.0 0.0 -0.1534
H -4.8188 6.0476 -2.3413 0.0 0.0 0.0 0.1968
H -3.4803 5.7168 -0.2869 0.0 0.0 0.0 0.2031
H -2.0682 3.7211 -0.0382 0.0 0.0 0.0 0.2320
H -3.3250 2.3570 -3.8970 0.0 0.0 0.0 0.2083
H -4.7364 4.3581 -4.1485 0.0 0.0 0.0 0.1979
H -1.8968 0.4784 -2.9358 0.0 0.0 0.0 -0.2154
H -3.4091 -0.8467 -0.8526 0.0 0.0 0.0 0.2157
H -3.7090 -1.9596 1.3306 0.0 0.0 0.0 0.2612
H -2.3024 -1.3158 3.2370 0.0 0.0 0.0 0.2079
H -0.5343 0.4039 2.9700 0.0 0.0 0.0 0.2163
H -0.2662 1.5755 0.8281 0.0 0.0 0.0 0.1979
```
Positions in Å, forces in eV/Å.

The calculation puts the energy above the lowest of the compared OMol25 structures with the same formula, charge and spin at 30.0 kcal per mole. As for the frontier orbital gap: 6.404 eV. The value obtained for the HOMO energy is -2.81 eV. As for the net charge: -2.



# 2
This record from the Open Molecules 2025 dataset describes 2 unconnected molecules or ions with the total composition C3H6Cl2Si. The level of theory is ωB97M-V/def2-TZVPD.

```
12
Properties=species:S:1:pos:R:3:forces:R:3:nbo_charge:R:1
C -2.2004 -1.6412 -1.5179 -1.4 -1.0 -2.6 -0.5305
C -2.0778 -1.2106 -0.3387 1.3 1.4 2.5 -0.0962
C 1.4040 1.9611 0.9528 -0.3 -0.7 1.3 -1.0991
Si 1.3404 0.0381 0.4152 -0.2 1.7 0.7 1.1480
Cl 2.4245 -0.1148 -1.2606 0.5 -0.2 -1.2 -0.3905
Cl 2.2962 -1.2397 1.7480 -0.2 0.3 0.1 -0.3957
H -3.1393 -2.1842 -1.7268 0.2 -0.1 -0.1 0.2099
H -1.6144 -1.4697 -2.4260 0.3 0.0 0.6 0.2288
H -2.5512 -1.1377 0.6286 0.0 -0.2 -0.2 0.1943
H 0.5431 1.9415 1.6576 0.3 0.5 -0.4 0.2288
H 2.2613 2.2345 1.6088 -0.2 -0.7 -0.5 0.2466
H 1.3135 2.8227 0.2591 -0.3 -1.1 -0.1 0.2556
```
Positions in Å, forces in eV/Å.

The calculation puts the energy above the lowest of the compared OMol25 structures with the same formula, charge and spin at 107.8 kcal per mole. As for the frontier orbital gap (alpha / beta): 7.441 / 8.229 eV. The value obtained for the HOMO energy (alpha / beta) is -8.62 / -8.17 eV. As for the net charge: 0.



# 3
This record from the Open Molecules 2025 dataset describes a molecular structure, C17H39FeO2P3. The level of theory is ωB97M-V/def2-TZVPD.

```
62
Properties=species:S:1:pos:R:3:forces:R:3:nbo_charge:R:1
Fe -0.7770 0.6677 -0.9558 -0.8 -1.0 0.1 0.4962
P -2.8145 0.8087 -0.1155 -2.7 0.0 0.5 1.1085
P -0.8725 -1.4942 -1.1831 -0.5 -1.8 0.0 0.9260
P 0.1804 2.4452 -0.2288 1.0 3.2 1.4 0.8368
H 0.3970 -2.5503 3.1412 0.0 0.4 0.1 0.1968
C 0.3037 -1.4985 3.4326 -0.7 0.3 -0.1 -0.3930
C -0.8832 -0.9744 3.7813 0.7 -0.4 -0.1 -0.4048
H -1.7895 -1.5917 3.7778 0.4 0.3 0.1 0.2102
C -3.1348 -0.5894 1.0213 0.2 -0.2 0.0 -0.9593
C -4.3364 0.8175 -1.1466 0.4 0.1 -0.1 -0.9393
C -3.1340 2.1920 1.0392 0.5 0.3 -0.2 -0.9573
C 0.4455 -2.6905 -0.8753 0.7 0.2 0.2 -0.9604
C -2.2466 -2.6109 -1.6657 0.0 0.3 -0.1 -0.9532
C -0.3963 -0.6118 -2.7356 0.1 -0.9 -0.7 -0.9586
C 0.2081 2.6838 1.5946 -0.1 -0.3 0.2 -0.9185
C -0.5202 4.0322 -0.8496 0.2 -0.3 -0.1 -0.9151
C 1.9407 2.6213 -0.6564 0.4 -0.4 -0.3 -0.9324
H 1.2206 -0.9005 3.4342 -0.3 -0.2 0.1 0.1928
H -0.9670 0.0572 4.1405 0.0 -0.4 -0.2 0.2072
H -2.3754 -0.6196 1.8172 -0.2 0.0 -0.3 0.2659
H -3.1119 -1.5477 0.4906 -0.1 0.3 0.2 0.2659
H -4.1335 -0.4532 1.4646 0.3 0.1 -0.1 0.2716
H -4.4044 -0.0866 -1.7642 0.0 0.2 0.1 0.2557
H -4.3342 1.6997 -1.8026 -0.1 -0.3 0.2 0.2650
H -5.1979 0.8612 -0.4672 0.2 -0.1 -0.2 0.2689
H -2.5895 2.0078 1.9748 -0.2 0.1 -0.2 0.2578
H -4.2132 2.2115 1.2441 0.3 -0.1 -0.1 0.2847
H -2.8304 3.1585 0.6169 -0.2 -0.3 0.2 0.2506
H 0.7135 -3.1435 -1.8392 -0.1 -0.1 0.3 0.2520
H 0.0901 -3.4607 -0.1792 0.0 0.2 -0.3 0.2770
H 1.3204 -2.1680 -0.4464 -0.7 -0.5 -0.3 0.2676
H -1.8920 -3.1609 -2.5510 -0.2 0.1 0.3 0.2640
H -3.1636 -2.0625 -1.9276 0.3 -0.1 0.1 0.2525
H -2.4581 -3.3109 -0.8338 0.2 0.4 -0.5 0.3172
H 0.6119 -0.9472 -3.0240 -0.4 0.4 0.0 0.2787
H -0.4037 0.5102 -2.7139 0.1 -0.1 -0.8 0.2032
H -1.1374 -0.9109 -3.4898 0.4 0.4 0.0 0.3021
H 1.1327 3.2134 1.8567 -0.4 0.0 0.0 0.2578
H 0.1998 1.7104 2.1051 0.0 0.3 0.0 0.2516
H -0.6612 3.2662 1.9259 0.3 -0.2 -0.1 0.2649
H 0.3012 4.7571 -0.8629 -0.4 0.1 0.0 0.2641
H -1.3394 4.3975 -0.2188 0.3 -0.1 -0.2 0.2575
H -0.8856 3.8765 -1.8730 0.1 0.2 0.2 0.2538
H 2.0546 3.4221 -1.3992 0.2 -0.3 0.2 0.2745
H 2.3009 1.6644 -1.0571 0.1 0.5 0.0 0.2245
H 2.5079 2.8582 0.2532 -0.1 0.1 -0.4 0.2442
C 3.6453 -0.6047 -0.2216 -1.4 0.3 0.1 0.2782
C 4.2911 -1.5586 -1.1202 -2.6 0.2 0.5 0.0351
C 5.6672 -1.6103 -1.2407 2.4 0.2 0.0 -0.0244
C 6.4807 -0.7022 -0.5369 0.2 0.0 0.1 -0.1832
C 5.8926 0.2811 0.2760 2.1 -0.3 -0.4 0.0030
C 4.5229 0.3490 0.4442 -2.5 -0.3 0.2 -0.0084
O 2.3817 -0.5532 -0.0642 2.4 0.2 -0.3 -0.4478
H -1.8945 1.5510 -1.5841 -0.1 -0.2 0.4 -0.0102
H 3.6491 -2.2455 -1.6809 0.2 0.2 0.2 0.2481
H 6.1063 -2.3784 -1.8921 0.0 0.4 0.3 0.2835
H 7.5722 -0.7460 -0.5846 -0.4 -0.1 -0.2 0.2928
H 6.5101 1.0119 0.8025 0.0 -0.3 -0.2 0.2780
H 4.0597 1.0911 1.0974 0.2 -0.2 -0.2 0.2590
O -2.6223 -3.8620 1.0885 0.1 -0.2 0.3 -0.9753
H -1.8688 -4.0758 1.6602 -0.4 -0.1 -0.1 0.4873
H -3.3189 -4.5034 1.3069 0.3 0.2 0.0 0.5085
```
Positions in Å, forces in eV/Å.

The calculation puts the energy above the lowest of the compared OMol25 structures with the same formula, charge and spin at 89.0 kcal per mole. As for the frontier orbital gap (alpha / beta): 7.612 / 3.278 eV. The value obtained for the HOMO energy (alpha / beta) is -17.21 / -17.26 eV. As for the expectation value of S²: 8.85. Its multiplicity is 6. As for the net charge: +3.



# 4
This record from the Open Molecules 2025 dataset describes a molecular structure, C25H32N4O4Pt. The level of theory is ωB97M-V/def2-TZVPD.

```
66
Properties=species:S:1:pos:R:3:forces:R:3:nbo_charge:R:1
Pt -2.2215 -1.6734 -1.0367 -3.1 -0.8 -0.2 0.1251
O 4.4562 -2.3415 0.7814 -0.1 -0.1 0.3 -0.7173
C 4.0769 -2.0214 -0.5355 0.2 0.1 -0.4 -0.0821
C 2.5842 -1.8775 -0.6319 0.0 -0.1 -1.1 -0.0020
C 1.9755 -1.7912 -1.9060 0.3 0.0 1.2 -0.2455
C 0.6077 -1.6614 -1.9619 0.4 0.2 -0.9 0.0493
N -0.1771 -1.5891 -0.8910 0.7 -0.7 1.6 -0.4590
C 0.3890 -1.6745 0.3634 1.6 0.1 -2.8 0.1342
C 1.7914 -1.8285 0.4804 -1.1 0.1 0.4 -0.2288
C -0.4962 -1.6108 1.4700 -2.7 0.0 2.5 0.2322
C -0.0817 -1.5585 2.8219 0.4 -0.2 -1.4 -0.2354
C -0.9974 -1.4695 3.8339 -1.3 0.0 0.2 -0.0237
C -0.5562 -1.4427 5.2729 -0.1 0.2 0.3 -0.0849
O 0.5062 -2.3281 5.5483 0.2 -0.2 -0.1 -0.7042
C -2.3708 -1.4230 3.5022 1.2 -0.1 0.3 -0.2360
C -2.7220 -1.4992 2.1748 -0.2 -0.1 0.0 0.0396
N -1.8445 -1.6030 1.1887 2.2 0.5 0.0 -0.4872
H 5.4033 -2.4987 0.8063 0.0 0.0 0.0 0.4803
H 4.4046 -2.7975 -1.2432 -0.1 0.1 0.1 0.1803
H 4.5438 -1.0698 -0.8478 -0.1 -0.2 0.0 0.1733
H 2.5693 -1.8343 -2.8064 0.0 0.0 -0.1 0.2236
H 0.0979 -1.6100 -2.9211 0.0 -0.1 0.3 0.2326
H 2.2485 -1.9376 1.4495 0.0 0.0 0.1 0.2400
H 0.9677 -1.6054 3.0647 0.1 0.0 0.1 0.2259
H -1.4115 -1.6546 5.9322 0.1 0.1 -0.2 0.1698
H -0.1700 -0.4496 5.5255 -0.1 -0.1 0.0 0.1963
H 0.2483 -3.2094 5.2581 0.0 0.0 0.0 0.4677
H -3.1168 -1.3627 4.2781 -0.1 0.0 0.1 0.2200
H -3.7650 -1.4974 1.8778 0.0 0.0 -0.1 0.2089
C 2.2366 1.7466 0.5740 0.1 0.0 -0.2 -0.6210
C 2.2683 1.5960 -0.9451 -0.2 -0.2 0.4 -0.2158
N 2.0210 2.8183 -1.6853 0.3 0.0 -0.2 -0.4402
C 3.1544 3.5148 -2.2668 0.1 0.3 -0.1 -0.2155
C 3.9197 4.3443 -1.2390 -0.1 -0.2 -0.2 -0.6139
C 0.7890 3.3484 -1.8559 -0.2 -0.1 0.0 0.6715
O 0.5838 4.3669 -2.4924 -0.1 0.2 0.0 -0.6155
C -0.3444 2.6113 -1.2041 -0.3 0.1 0.1 -0.1606
C -0.8984 3.0996 -0.0255 0.0 -0.2 -0.2 -0.1526
C -1.9765 2.4275 0.5291 0.2 0.1 0.0 -0.2624
C -2.4791 1.3229 -0.1321 0.0 0.2 -0.2 0.0415
N -1.9825 0.8738 -1.2833 -0.1 0.6 0.0 -0.4371
C -0.9338 1.5014 -1.7996 -0.1 0.2 0.2 0.0435
H 2.4609 0.7817 1.0191 0.1 -0.1 0.2 0.2141
H 1.2534 2.0547 0.9174 -0.1 0.0 0.0 0.2163
H 2.9669 2.4725 0.9173 0.1 0.1 0.1 0.2063
H 1.5331 0.8419 -1.2351 0.2 0.0 0.0 0.2176
H 3.2536 1.2298 -1.2450 -0.1 0.0 -0.1 0.1975
H 2.7614 4.1772 -3.0422 0.1 -0.2 0.1 0.2407
H 3.8186 2.7792 -2.7329 -0.1 0.0 0.0 0.1851
H 3.2564 5.0746 -0.7826 -0.1 0.1 0.1 0.2160
H 4.7338 4.8739 -1.7268 0.1 0.1 0.0 0.2142
H 4.3359 3.7115 -0.4591 0.1 0.0 0.1 0.1961
H -0.4913 3.9883 0.4348 0.0 0.1 0.1 0.2230
H -2.4237 2.7597 1.4527 -0.1 0.1 0.1 0.2200
H -3.3269 0.7776 0.2575 -0.1 -0.1 0.0 0.2034
H -0.5605 1.1195 -2.7408 0.1 -0.1 -0.1 0.1995
C -4.8558 -0.2735 -2.5485 0.4 0.4 -0.2 -0.2633
O -5.0708 -1.5750 -2.0429 -0.3 -0.3 0.4 -0.5227
C -4.0708 -2.2006 -1.4341 2.0 -0.4 -0.7 0.1983
C -4.5324 -3.5875 -1.0581 -0.4 0.3 0.0 -0.7225
H -5.2760 0.4574 -1.8548 0.0 0.0 0.0 0.1725
H -5.3755 -0.2079 -3.5040 0.0 0.0 0.0 0.1846
H -3.7832 -0.0851 -2.6710 -0.2 -0.1 0.0 0.2245
H -5.6209 -3.6579 -1.0408 -0.2 0.0 0.1 0.1974
H -4.1180 -3.8780 -0.0953 0.1 0.0 0.0 0.2228
H -4.1640 -4.2886 -1.8078 0.1 0.0 0.0 0.2436
```
Positions in Å, forces in eV/Å.

As for the frontier orbital gap: 4.641 eV. The value obtained for the HOMO energy is -5.25 eV. As for the net charge: 0.



# 5
This record from the Open Molecules 2025 dataset describes a single C7H6ClNOS molecule. The level of theory is ωB97M-V/def2-TZVPD.

```
17
Properties=species:S:1:pos:R:3:forces:R:3:nbo_charge:R:1
C -0.1192 -1.8784 -1.4153 -0.7 2.7 1.1 -0.2243
C -0.5872 -0.6018 -1.0965 -1.3 -2.0 -2.6 -0.1906
C 0.9965 -2.3922 -0.6959 -0.8 -1.7 -0.3 0.0275
C -0.1710 0.1616 -0.0065 0.9 3.3 1.5 -0.0843
C 1.0584 -0.4660 0.5661 2.3 -0.7 0.9 0.0002
C -0.7215 1.4779 0.2455 0.5 -2.9 -0.1 -0.2871
C -2.0096 1.9546 -0.0739 -0.4 -2.2 -1.4 -0.1863
N 1.5750 -1.6839 0.1839 0.2 2.1 1.9 -0.4526
O 1.9502 1.5314 2.1321 0.1 0.7 0.4 -0.8918
S 2.3589 -0.0318 1.7194 -1.8 0.7 -0.6 0.7263
Cl -3.1849 0.9713 -0.9437 -0.1 0.6 0.6 -0.0308
H -0.5647 -2.5035 -2.1318 -0.6 -0.3 -1.2 0.2176
H -1.3386 -0.0366 -1.6930 0.8 -1.4 0.1 0.2359
H 1.2877 -3.4490 -0.7505 0.1 0.5 -0.4 0.1912
H 2.1028 1.8596 3.0519 0.0 -1.2 -0.9 0.5079
H -0.2309 2.1721 0.8749 0.9 0.3 0.7 0.2356
H -2.4019 2.9145 0.0333 0.0 1.4 0.4 0.2055
```
Positions in Å, forces in eV/Å.

The calculation puts the energy above the lowest of the compared OMol25 structures with the same formula, charge and spin at 28.5 kcal per mole. As for the frontier orbital gap (alpha / beta): 5.615 / 5.753 eV. The value obtained for the HOMO energy (alpha / beta) is -5.38 / -8.52 eV. As for the expectation value of S²: 2.02. Its multiplicity is 3. As for the net charge: 0.



# 6
This record from the Open Molecules 2025 dataset describes a single C8H15N3O5 molecule. The level of theory is ωB97M-V/def2-TZVPD.

```
31
Properties=species:S:1:pos:R:3:forces:R:3:nbo_charge:R:1
C -2.5157 2.2214 -0.0789 -3.6 0.8 -0.9 -0.6138
C -1.5561 1.2085 -0.5334 1.0 1.8 -3.7 0.0600
O -0.2643 1.7560 -0.4002 2.6 0.9 0.3 -0.7810
C -1.6214 0.0206 0.2227 -3.4 -3.6 4.3 -0.1765
N -0.7315 -1.0237 -0.1176 4.0 0.4 -3.0 -0.6335
C 0.3785 -1.0457 0.7036 -0.9 -3.0 -2.7 0.6782
O 0.2660 -0.8258 1.8537 0.9 1.2 3.4 -0.6082
C 1.6291 -1.7739 0.1550 -0.1 -0.9 2.7 -0.1187
N 1.7195 -1.8797 -1.2862 2.5 0.0 -1.6 -0.8871
C 2.8360 -0.8491 0.6989 0.2 -0.9 -1.9 -0.5485
C 2.5918 0.5245 0.1089 0.6 1.4 0.5 0.7009
N 2.5424 1.6546 1.0132 -1.8 -0.7 -3.3 -0.8683
O 2.4395 0.6936 -1.1317 0.0 0.7 2.6 -0.6887
C -3.0281 -0.8190 0.2436 -0.7 3.1 3.0 0.8102
O -3.9473 -0.9126 1.0558 2.2 0.2 -1.1 -0.6033
O -2.9805 -1.3942 -0.8820 -2.1 -4.5 -3.7 -0.6723
H -3.6632 2.0516 -0.5252 3.1 0.1 1.2 0.2170
H -2.5649 2.0414 1.0013 -0.3 1.2 0.0 0.2191
H -2.2151 3.2254 -0.4700 -0.2 -0.8 0.9 0.2403
H -1.6532 1.0781 -1.5981 -0.6 -0.7 -0.7 0.1735
H 0.5113 1.4446 -0.9613 -2.0 -0.1 0.5 0.5080
H -1.4745 0.2862 1.3133 0.1 -0.3 -1.2 0.2593
H -0.3442 -1.1007 -1.1428 -1.5 0.2 2.2 0.4219
H 1.5202 -2.8293 0.7303 0.8 2.4 -1.4 0.2440
H 2.5421 -2.4715 -1.7151 -2.3 0.3 1.8 0.3737
H 2.2064 -0.9799 -1.5282 -1.4 -0.4 -0.3 0.4024
H 3.5634 -1.4187 -0.0155 0.2 1.5 2.3 0.2522
H 2.9626 -0.6104 1.7828 0.3 -1.5 -0.8 0.2547
H 2.5583 1.6304 2.1032 -0.6 -0.1 -3.1 0.4397
H 1.9034 2.3057 0.3350 2.0 -1.0 3.4 0.4405
H -3.6104 -2.2086 -0.9352 1.1 2.2 0.2 0.5044
```
Positions in Å, forces in eV/Å.

The calculation puts the energy above the lowest of the compared OMol25 structures with the same formula, charge and spin at 99.6 kcal per mole. As for the frontier orbital gap: 10.023 eV. The value obtained for the HOMO energy is -9.52 eV. As for the structure (SMILES): C[C@@H](O)[C@H](NC(=O)[C@@H](N)CC(N)=O)C(=O)O. As for the net charge: 0.